(1)
C5H10N2O | wB97M-V/def2-TZVPD

Structure (XYZ):
```
18
Properties=species:S:1:pos:R:3
C 0.173 1.526 0.705
C -0.089 0.829 -0.787
C 1.299 -1.095 0.006
C 2.470 -0.557 -0.333
C -1.050 -1.311 0.159
H 0.880 0.778 1.335
H 0.625 2.759 0.725
H -0.953 1.576 1.081
H -1.139 0.732 -1.071
H 0.519 1.085 -1.649
H 1.330 -2.114 0.584
H 3.374 -0.987 0.197
H 2.534 0.477 -1.117
H -0.838 -2.283 0.707
H -3.902 0.094 0.083
N 0.035 -0.586 -0.302
N -2.381 -1.106 0.076
O -2.887 0.184 -0.398
```

Values from the calculation:
Net charge   0
Energy relative to the best compared isomer or geometry (same formula, charge and spin)   6.379 eV
Max |F|   0.0971 Eh/bohr
Spin multiplicity   1
Kohn-Sham gap   8.875 eV
HOMO   -0.29679 hartree
SMILES   C=CN(/C=N\O)CC

(2)
C4H11O2S | wB97M-V/def2-TZVPD

Structure (XYZ):
```
18
Properties=species:S:1:pos:R:3
C -0.223 1.423 1.043
O 0.648 2.471 0.573
C 0.408 0.111 0.563
C -0.528 -1.136 0.827
C -0.404 -2.262 -0.123
S -0.866 -1.874 -1.834
H -1.145 1.753 0.542
H -0.273 1.417 2.111
H 0.530 0.075 -0.494
H 1.305 -0.200 1.079
H -0.426 -1.363 1.919
H -1.627 -0.860 0.609
H -0.898 -3.262 0.102
H 0.623 -2.784 -0.150
H 1.371 1.267 -2.279
H 0.188 0.987 -1.922
H 0.670 2.476 -0.545
O 0.644 1.761 -2.022
```

Values from the calculation:
Net charge   -1
Energy relative to the best compared isomer or geometry (same formula, charge and spin)   1.522 eV
Max |F|   0.1017 Eh/bohr
Spin multiplicity   1
Kohn-Sham gap   6.388 eV
HOMO   -0.09826 hartree

(3)
C5H12NO | wB97M-V/def2-TZVPD

Structure (XYZ):
```
19
Properties=species:S:1:pos:R:3
C 1.909 0.729 0.703
O 0.642 1.589 0.572
C 1.435 -0.738 0.603
C 0.767 -1.031 -0.856
C -0.808 -1.093 -0.746
C -2.643 0.179 -0.166
N -1.371 0.167 -0.289
H 2.339 1.228 -0.169
H 2.440 1.036 1.630
H 0.047 1.673 1.364
H 0.625 -0.930 1.379
H 2.245 -1.440 0.938
H 1.048 -0.160 -1.497
H 1.222 -1.841 -1.335
H -1.288 -1.216 -1.800
H -1.045 -1.970 -0.183
H -3.282 1.204 0.089
H -3.249 -0.774 -0.042
H -0.599 1.034 -0.149
```

Values from the calculation:
Net charge   +1
Energy relative to the best compared isomer or geometry (same formula, charge and spin)   2.332 eV
Max |F|   0.0763 Eh/bohr
Spin multiplicity   1
Kohn-Sham gap   10.650 eV
HOMO   -0.56237 hartree
SMILES   C=[NH+]CCCCO

(4)
C3H7BrN2Si | wB97M-V/def2-TZVPD

Structure (XYZ):
```
14
Properties=species:S:1:pos:R:3
C -0.287 -1.745 -0.657
C -1.123 -0.936 0.338
C 1.656 1.726 -0.878
N 1.138 -1.539 -0.336
N -2.119 -1.392 0.906
Si 1.888 -0.085 -0.503
Br 3.933 -0.250 0.320
H -0.348 -1.306 -1.681
H -0.628 0.072 0.527
H -0.559 -2.776 -0.452
H 2.006 1.907 -1.813
H 0.571 1.979 -0.846
H 2.085 2.250 -0.065
H -2.417 -0.804 1.686
```

Values from the calculation:
Net charge   0
Energy relative to the best compared isomer or geometry (same formula, charge and spin)   2.175 eV
Max |F|   0.0807 Eh/bohr
Spin multiplicity   1
Kohn-Sham gap   9.061 eV
HOMO   -0.33557 hartree
SMILES   [H]/N=C/C/N=[Si](\C)Br

(5)
C15H12CuN3S | wB97M-V/def2-TZVPD

Structure (XYZ):
```
32
Properties=species:S:1:pos:R:3
Cu 2.141 -0.906 1.639
C 0.433 3.500 -0.952
C 0.622 3.353 0.558
C 0.152 4.326 1.481
C 0.383 4.054 2.842
N 1.188 3.059 3.234
C 1.609 2.122 2.379
S 2.630 0.858 2.853
N 1.303 2.311 1.064
C -0.208 4.943 3.915
H 0.085 4.516 -1.134
H -0.213 2.751 -1.375
H 1.358 3.378 -1.524
H -0.494 5.149 1.181
H 1.723 1.626 0.415
H -1.069 4.491 4.381
H -0.473 5.954 3.482
H 0.459 5.121 4.814
N -2.912 -6.369 -4.802
C -2.350 -5.870 -3.953
C -1.571 -5.121 -2.971
C -1.923 -5.075 -1.628
C -1.195 -4.304 -0.740
C -0.032 -3.607 -1.176
C 0.309 -3.676 -2.492
C -0.459 -4.393 -3.381
C 0.712 -2.829 -0.249
C 1.250 -2.035 0.499
H -2.806 -5.619 -1.322
H -1.511 -4.212 0.285
H 1.180 -3.162 -2.825
H -0.321 -4.332 -4.500
```

Values from the calculation:
Net charge   0
Max |F|   0.0557 Eh/bohr
Spin multiplicity   1
Kohn-Sham gap   7.098 eV
HOMO   -0.29333 hartree

(6)
C7H11NPRu | wB97M-V/def2-TZVPD

Structure (XYZ):
```
21
Properties=species:S:1:pos:R:3
C 0.887 0.488 -1.879
C 0.133 -0.040 -2.934
C -0.363 -1.361 -2.900
C -0.367 -2.116 -1.717
C 0.222 -1.610 -0.561
Ru -0.419 0.132 -0.572
P -0.120 2.328 0.195
H 1.474 1.414 -1.958
H -0.040 0.558 -3.844
H -0.731 -1.802 -3.826
H 0.365 -2.248 0.316
H -0.792 -3.137 -1.710
H -1.099 2.828 1.090
H 0.100 3.471 -0.626
H 0.974 2.499 1.087
C 0.000 -0.277 3.794
C 0.010 -0.262 2.354
N -0.221 -0.020 1.238
H 0.900 -0.807 4.153
H -0.905 -0.812 4.144
H -0.007 0.773 4.156
```

Values from the calculation:
Expectation value of S²   6.062
Net charge   +1
Energy relative to the best compared isomer or geometry (same formula, charge and spin)   0.351 eV
Max |F|   0.1442 Eh/bohr
Spin multiplicity   5
Kohn-Sham gap (spin up / spin down)   6.753 / 7.286 eV
HOMO (spin up / spin down)   -0.37137 / -0.47330 hartree

(7)
C32H84F12N9O15S4 | wB97M-V/def2-TZVPD

Structure (XYZ):
```
156
Properties=species:S:1:pos:R:3
C -2.084 -0.194 0.763
F -1.194 -0.443 1.680
F -2.751 -1.339 0.523
F -2.952 0.714 1.205
S -1.428 0.420 -0.909
O -2.482 0.221 -1.882
O -1.174 1.829 -0.757
N -0.033 -0.518 -1.251
S 1.150 0.372 -0.698
O 1.542 1.425 -1.634
O 1.052 0.781 0.705
C 2.584 -0.888 -0.541
F 2.204 -2.082 -0.096
F 3.162 -0.974 -1.763
F 3.462 -0.351 0.275
C 2.460 -0.314 4.334
F 3.451 0.320 3.746
F 1.468 -0.534 3.436
F 2.823 -1.528 4.748
S 1.773 0.635 5.812
O 1.486 1.943 5.302
O 0.652 -0.116 6.348
N 3.056 0.590 6.891
S 3.610 2.045 6.923
O 4.152 2.605 5.687
O 2.760 2.887 7.731
C 5.268 1.707 7.958
F 5.855 2.842 8.239
F 4.976 1.053 9.091
F 6.022 0.947 7.187
C 1.593 -2.305 -5.471
C 0.582 -1.637 -4.486
C -0.515 -0.810 -5.136
O -1.428 -1.748 -5.617
C -2.474 -1.167 -6.364
N 0.022 -2.558 -3.424
H 0.687 -3.284 -3.168
H -0.243 -1.947 -2.639
H -0.839 -3.067 -3.635
H 2.622 -2.318 -5.114
H 1.639 -1.845 -6.457
H 1.276 -3.323 -5.709
H 1.193 -1.011 -3.833
H -0.045 -0.194 -5.912
H -0.991 -0.072 -4.477
H -2.978 -0.411 -5.749
H -3.295 -1.806 -6.681
H -2.057 -0.710 -7.266
C 6.188 4.906 -4.895
C 6.839 3.546 -4.727
C 5.981 2.660 -3.798
O 4.743 2.477 -4.463
C 3.719 1.861 -3.666
N 7.091 2.914 -6.082
H 7.911 2.308 -5.981
H 6.433 2.271 -6.532
H 7.346 3.571 -6.824
H 6.926 5.589 -5.312
H 5.695 5.303 -4.010
H 5.328 4.779 -5.558
H 7.819 3.654 -4.261
H 5.861 3.220 -2.870
H 6.509 1.713 -3.648
H 3.017 2.636 -3.354
H 4.151 1.318 -2.829
H 3.081 1.247 -4.305
C 3.674 -6.703 -1.704
C 3.892 -5.540 -0.743
C 3.823 -5.829 0.735
O 4.142 -4.760 1.569
C 3.598 -4.923 2.870
N 5.231 -4.826 -1.087
H 5.379 -4.787 -2.099
H 5.311 -3.856 -0.781
H 6.042 -5.378 -0.794
H 3.816 -6.526 -2.770
H 2.679 -7.073 -1.465
H 4.416 -7.480 -1.502
H 3.099 -4.817 -0.943
H 4.250 -6.776 1.077
H 2.731 -5.983 0.768
H 3.769 -5.886 3.352
H 2.536 -4.654 2.856
H 3.990 -4.180 3.564
C -0.070 5.027 -1.564
C -0.832 4.821 -0.238
C -0.015 4.481 0.979
O -0.888 4.010 1.999
C -0.155 3.024 2.736
N -1.670 6.076 0.100
H -2.141 6.478 -0.709
H -2.330 5.915 0.862
H -1.063 6.807 0.484
H -0.864 5.330 -2.256
H 0.394 4.121 -1.941
H 0.607 5.881 -1.589
H -1.572 4.024 -0.276
H 0.678 5.272 1.285
H 0.592 3.657 0.586
H -0.104 2.072 2.209
H -0.751 2.806 3.626
H 0.780 3.437 3.115
C -6.633 1.934 -0.748
C -5.674 2.831 -1.544
C -5.286 2.216 -2.884
O -4.658 3.168 -3.697
C -3.293 3.410 -3.346
N -6.445 4.154 -1.753
H -7.423 4.097 -2.055
H -6.590 4.554 -0.819
H -6.014 4.942 -2.243
H -6.384 0.885 -0.910
H -7.665 2.011 -1.098
H -6.669 2.099 0.328
H -4.814 3.225 -1.005
H -6.243 1.833 -3.252
H -4.699 1.301 -2.771
H -3.144 3.785 -2.326
H -3.009 4.194 -4.044
H -2.738 2.471 -3.380
C -2.002 1.766 6.714
C -3.482 1.936 6.422
C -4.158 1.108 5.359
O -5.492 1.476 5.125
C -6.247 0.624 4.279
N -4.307 1.767 7.724
H -5.310 1.710 7.532
H -4.077 0.859 8.133
H -4.137 2.538 8.368
H -1.817 2.583 7.413
H -1.339 1.954 5.869
H -1.684 0.799 7.106
H -3.534 2.997 6.172
H -4.041 0.085 5.751
H -3.621 1.089 4.408
H -6.101 -0.410 4.595
H -5.956 0.745 3.232
H -7.307 0.864 4.309
C -2.696 -7.330 1.010
C -3.230 -6.246 0.111
C -2.651 -4.893 0.619
O -1.244 -4.891 0.291
C -0.654 -3.608 0.187
N -2.907 -6.482 -1.347
H -3.437 -7.293 -1.684
H -3.266 -5.774 -1.993
H -1.929 -6.610 -1.609
H -2.922 -7.323 2.078
H -1.622 -7.149 1.107
H -3.043 -8.304 0.662
H -4.311 -6.100 0.125
H -2.674 -4.872 1.708
H -3.205 -4.042 0.216
H -0.979 -3.130 -0.746
H 0.433 -3.611 0.124
H -0.902 -3.013 1.067
```

Values from the calculation:
Net charge   +5
Max |F|   0.0907 Eh/bohr
Spin multiplicity   1
Kohn-Sham gap   4.382 eV
HOMO   -0.53958 hartree

(8)
C11H17AuCl2Co | wB97M-V/def2-TZVPD

Structure (XYZ):
```
32
Properties=species:S:1:pos:R:3
Au -0.045 -0.051 -0.067
Cl -0.948 -2.071 0.793
C 1.937 0.001 -0.875
H 2.127 1.049 -1.218
H 1.843 -0.788 -1.677
H 2.581 -0.327 -0.006
Co -2.302 -3.601 -1.991
C -0.525 -4.585 -1.569
C -3.700 -2.933 -0.611
C -2.733 -3.366 -3.820
H -3.807 -1.843 -0.733
H -4.682 -3.409 -0.775
H -3.360 -3.109 0.421
H 0.305 -3.981 -1.972
H -0.370 -4.673 -0.483
H -0.502 -5.585 -2.036
H -2.084 -3.710 -4.653
H -3.669 -2.883 -4.171
Cl 1.727 1.565 4.515
C 1.518 2.588 3.162
C 1.826 3.935 3.239
C 1.639 4.735 2.109
C 1.146 4.192 0.921
C 0.824 2.847 0.846
C 1.009 2.026 1.970
C 0.694 0.585 1.962
H 2.201 4.309 4.180
H 1.886 5.789 2.185
H 1.004 4.829 0.043
H 0.439 2.382 -0.078
H 1.560 -0.101 2.070
H -0.163 0.258 2.584
```

Values from the calculation:
Expectation value of S²   12.029
Net charge   -1
Max |F|   0.0295 Eh/bohr
Spin multiplicity   7
Kohn-Sham gap (spin up / spin down)   5.134 / 3.836 eV
HOMO (spin up / spin down)   -0.11047 / -0.14966 hartree

(9)
C49H48N4O4Rh | wB97M-V/def2-TZVPD

Structure (XYZ):
```
106
Properties=species:S:1:pos:R:3
Rh 0.015 -0.025 0.040
O -0.728 1.778 0.177
C -1.323 2.235 1.357
C -0.177 2.249 2.408
C 0.284 0.900 2.849
C 0.943 0.752 4.059
C 1.363 -0.462 4.591
C 0.990 -1.564 3.836
C 0.349 -1.424 2.583
C -0.355 -2.634 1.996
C 0.017 -3.061 0.556
O 0.394 -2.008 -0.269
C 1.245 -4.090 0.501
C 2.051 -4.394 1.619
C 3.077 -5.334 1.540
C 3.394 -5.930 0.310
C 2.662 -5.582 -0.827
C 1.555 -4.739 -0.699
C -1.250 -3.801 0.001
C -2.369 -3.073 -0.473
C -3.514 -3.702 -0.961
C -3.636 -5.086 -0.918
C -2.584 -5.808 -0.375
C -1.441 -5.171 0.127
N 0.131 -0.201 2.024
C -1.743 3.678 1.054
C -1.393 4.274 -0.139
C -1.853 5.557 -0.428
C -2.672 6.207 0.479
C -3.005 5.615 1.681
C -2.535 4.362 1.983
C -2.614 1.424 1.771
C -3.256 0.718 0.727
C -4.315 -0.146 1.011
C -4.827 -0.260 2.291
C -4.224 0.431 3.330
C -3.118 1.280 3.067
H -0.398 2.867 3.291
H 0.640 2.788 1.900
H 1.121 1.661 4.610
H 1.793 -0.611 5.585
H 1.145 -2.556 4.244
H -1.450 -2.530 2.034
H -0.179 -3.500 2.690
H 1.936 -3.878 2.589
H 3.629 -5.595 2.448
H 4.215 -6.645 0.167
H 3.005 -5.938 -1.823
H 0.893 -4.627 -1.575
H -2.308 -1.994 -0.472
H -4.322 -3.083 -1.415
H -4.512 -5.608 -1.352
H -2.614 -6.910 -0.279
H -0.699 -5.754 0.631
H -0.663 3.789 -0.840
H -1.570 6.026 -1.385
H -3.048 7.214 0.254
H -3.580 6.145 2.468
H -2.815 3.852 2.896
H -2.877 0.796 -0.286
H -4.660 -0.813 0.278
H -5.750 -0.802 2.499
H -4.544 0.258 4.353
H -2.772 1.933 3.863
C 5.116 1.438 1.463
N 4.917 -0.041 1.214
C 5.997 -0.646 0.355
C 3.495 -0.430 0.724
C 3.079 0.140 -0.583
C 3.876 0.007 -1.724
C 3.781 0.978 -2.734
C 2.711 1.883 -2.690
C 1.755 1.771 -1.661
C 1.877 0.803 -0.678
H 6.155 1.597 1.830
H 4.417 1.750 2.274
H 4.948 2.004 0.532
H 5.041 -0.442 2.145
H 6.212 0.039 -0.484
H 5.673 -1.626 -0.015
H 6.926 -0.746 0.958
H 2.821 -0.067 1.495
H 3.466 -1.513 0.797
H 4.610 -0.809 -1.842
H 4.545 1.009 -3.518
H 2.561 2.622 -3.436
H 0.886 2.427 -1.618
O -2.780 5.803 -3.409
C -2.208 4.912 -4.357
N -1.983 3.598 -3.740
C -1.312 2.656 -4.518
O -0.806 2.936 -5.584
C -1.239 1.309 -3.884
C -1.353 0.167 -4.739
C -1.132 -1.052 -4.111
C -0.898 -1.156 -2.740
N -0.787 -0.070 -1.935
C -1.146 1.091 -2.505
H -3.009 6.619 -3.927
H -1.209 5.227 -4.719
H -2.851 4.851 -5.229
H -2.645 3.319 -3.007
H -1.594 0.303 -5.773
H -1.146 -1.968 -4.718
H -0.669 -2.112 -2.290
H -1.246 1.968 -1.869
```

Values from the calculation:
Expectation value of S²   6.020
Net charge   +1
Energy relative to the best compared isomer or geometry (same formula, charge and spin)   0.218 eV
Max |F|   0.0869 Eh/bohr
Spin multiplicity   5
Kohn-Sham gap (spin up / spin down)   6.270 / 6.800 eV
HOMO (spin up / spin down)   -0.32332 / -0.38786 hartree

(10)
C10H25Al2BrCaClCsF4LiO9PSSi | wB97M-V/def2-TZVPD

Structure (XYZ):
```
58
Properties=species:S:1:pos:R:3
C 1.494 -1.757 2.494
C 0.857 -1.411 1.009
C -0.059 -0.085 0.988
C -1.657 -0.302 1.063
C -2.267 1.076 1.725
Si -2.262 -1.759 2.129
O -2.851 -1.336 3.699
P -3.923 -2.760 0.992
O -3.863 -4.474 1.362
Cl -3.634 -2.579 -1.087
H 1.664 -2.920 2.615
H 0.803 -1.414 3.351
H 2.491 -1.218 2.679
H 0.377 -2.345 0.494
H 1.788 -1.169 0.357
H 0.154 0.456 -0.041
H 0.261 0.678 1.786
H -2.156 -0.370 0.020
H -2.176 1.036 2.865
H -3.315 1.319 1.352
H -1.578 1.940 1.384
H -1.214 -2.791 2.318
H -2.246 -1.652 4.415
H -3.045 -4.817 0.910
Li -2.929 -4.211 3.081
F 0.631 5.841 1.654
Al -0.184 4.822 2.851
F 0.562 3.196 2.853
F -1.905 4.671 2.442
F -0.015 5.545 4.460
Cs 1.280 -4.595 2.068
O -1.199 5.024 -0.421
H -1.069 5.680 -1.110
Al -2.617 4.544 -2.054
C -0.202 1.596 -7.031
C -0.641 1.171 -5.628
C -0.017 2.156 -4.635
S 0.188 3.700 -5.522
O 1.598 3.972 -5.644
O -0.744 4.672 -5.001
C -0.414 3.104 -7.092
H -0.770 1.079 -7.807
H 0.858 1.360 -7.174
H -1.732 1.218 -5.557
H -0.342 0.142 -5.405
H -0.664 2.321 -3.768
H 0.972 1.823 -4.306
H 0.133 3.582 -7.904
H -1.476 3.349 -7.157
Br 0.997 2.229 0.097
C 6.411 -4.993 4.054
O 6.995 -4.983 5.128
O 5.365 -5.625 3.813
O 6.771 -4.371 3.038
O 3.099 -6.846 6.754
H 3.618 -6.364 6.099
H 3.428 -6.517 7.600
Ca 0.377 0.376 -1.664
```

Values from the calculation:
Net charge   +2
Max |F|   0.1426 Eh/bohr
Spin multiplicity   1
Kohn-Sham gap   1.778 eV
HOMO   -0.42976 hartree